Entry from the Open Molecules 2025 dataset: a molecular structure, C38H49AuCl2O4S3SiTe at a distorted geometry (the ωB97M-V functional and the def2-TZVPD basis).

Output
* energy: -124809.089 eV
* total charge: 0

Last column: Löwdin charge in e.
Positions of all 99 atoms, in Å:
Au: -0.7163 -0.0303 -0.2675  0.349
Cl: -2.6136 -2.7067 -1.6715  0.647
C: -1.3827 -2.7035 -2.8731  -0.704
C: -1.6947 -3.0293 -4.1808  -0.120
C: -0.7042 -2.9749 -5.1468  -0.096
C: 0.5866 -2.6170 -4.8030  -0.123
C: 0.8898 -2.3329 -3.4846  -0.691
Cl: 2.5022 -1.9205 -3.0653  0.714
C: -0.0851 -2.3609 -2.4847  -0.725
S: 0.3299 -2.0654 -0.8143  0.523
H: -2.6988 -3.3311 -4.4372  0.100
H: -0.9425 -3.2099 -6.1722  0.100
H: 1.3670 -2.5747 -5.5445  0.098
C: -3.9582 5.7415 0.8899  -0.015
C: -4.4028 4.4235 1.5285  -0.629
C: -3.5677 4.1206 2.7649  -0.059
C: -5.8929 4.4955 1.8713  -0.011
O: -4.2539 3.3915 0.5580  -0.138
Si: -3.5746 1.9276 0.4953  -0.152
S: -1.4293 2.1305 0.3727  0.304
O: -3.7453 1.0198 1.8257  -0.252
C: -4.6501 0.0216 2.3030  -0.626
C: -3.7757 -1.0963 2.8692  -0.038
C: -5.5205 0.6400 3.4015  -0.016
C: -5.5361 -0.5177 1.1879  -0.023
O: -4.0974 1.1617 -0.8083  -0.145
C: -4.6341 1.5623 -2.0592  -0.633
C: -6.1573 1.5414 -1.9306  -0.017
C: -4.1560 2.9558 -2.4493  -0.026
C: -4.1504 0.5337 -3.0801  -0.023
H: -4.1756 6.5661 1.5650  0.088
H: -4.4897 5.9010 -0.0453  0.086
H: -2.8917 5.7164 0.6860  0.088
H: -3.7065 4.8947 3.5149  0.096
H: -2.5172 4.0685 2.4828  0.052
H: -3.8567 3.1543 3.1703  0.059
H: -6.0743 5.2686 2.6136  0.089
H: -6.2261 3.5367 2.2586  0.071
H: -6.4621 4.7230 0.9731  0.089
H: -3.2270 -0.7365 3.7377  0.050
H: -3.0582 -1.3991 2.1102  0.087
H: -4.3820 -1.9494 3.1543  0.089
H: -4.8971 1.1347 4.1433  0.083
H: -6.1025 -0.1338 3.8956  0.090
H: -6.2058 1.3668 2.9711  0.072
H: -4.9151 -0.9262 0.3974  0.086
H: -6.1392 0.2844 0.7760  0.077
H: -6.1956 -1.2936 1.5679  0.096
H: -6.4507 2.2373 -1.1479  0.083
H: -6.4911 0.5426 -1.6611  0.083
H: -6.6325 1.8302 -2.8648  0.089
H: -4.5118 3.6835 -1.7295  0.068
H: -4.5256 3.2229 -3.4358  0.093
H: -3.0705 2.9778 -2.4470  0.088
H: -4.5024 -0.4587 -2.8104  0.071
H: -3.0625 0.5176 -3.0886  0.085
H: -4.5124 0.7955 -4.0711  0.088
O: 1.4607 0.0356 0.9300  -0.707
S: 2.0808 0.3098 2.2261  0.791
C: 3.7140 -0.6147 2.1463  -0.235
C: 3.5515 -1.8600 1.3494  -0.296
C: 4.1794 -1.9887 0.1175  -0.044
C: 4.0880 -3.1692 -0.5948  -0.136
C: 3.3450 -4.2247 -0.1000  -0.096
C: 2.6796 -4.0902 1.1073  -0.095
C: 2.7847 -2.9163 1.8296  -0.063
C: 2.7735 2.0442 2.0780  -0.268
C: 3.6773 2.1382 0.9086  -0.308
C: 3.1602 2.0286 -0.3787  -0.031
C: 4.0127 1.9914 -1.4666  -0.064
C: 5.3835 2.0900 -1.2861  -0.088
C: 5.9042 2.2258 -0.0089  -0.084
C: 5.0556 2.2401 1.0837  -0.071
H: 3.9677 -0.8179 3.1848  0.094
H: 4.4464 0.0451 1.6890  0.066
H: 4.7513 -1.1641 -0.2854  0.113
H: 4.6007 -3.2672 -1.5406  0.088
H: 3.2804 -5.1480 -0.6577  0.104
H: 2.0830 -4.9060 1.4880  0.104
H: 2.2701 -2.8100 2.7745  0.113
H: 3.2746 2.2583 3.0191  0.087
H: 1.8860 2.6643 1.9628  0.080
H: 2.0936 1.9351 -0.5172  0.103
H: 3.6080 1.8773 -2.4619  0.107
H: 6.0489 2.0558 -2.1367  0.101
H: 6.9714 2.3034 0.1406  0.102
H: 5.4600 2.3202 2.0840  0.114
Te: -0.9244 1.3585 3.1433  1.253
C: -0.2212 2.4716 4.8424  -0.550
C: -1.0924 3.3241 5.5125  -0.149
C: -0.6871 4.0140 6.6392  -0.079
C: 0.6072 3.8827 7.1124  -0.073
C: 1.4809 3.0296 6.4596  -0.078
C: 1.0713 2.3319 5.3376  -0.146
H: -2.0987 3.4420 5.1423  0.076
H: -1.3810 4.6607 7.1536  0.106
H: 0.9334 4.4450 7.9747  0.107
H: 2.4893 2.9110 6.8316  0.108
H: 1.7599 1.6643 4.8428  0.069